The following is a quantum chemistry calculation of a 11-piece molecular cluster, C56H145N11O17 overall at a distorted geometry, from OMol25.

Output
* HOMO energy: -0.315 hartree
* energy: -111605.2593 eV
* energy relative to the best compared isomer or geometry (same formula, charge and spin): 751.0 kJ/mol
* charge: 0
* SMILES: COC[C@H](C)N.COC[C@H](C)N.COC[C@H](C)N.COC[C@H](C)N.COC[C@H](C)N.COCCNCCOC.COCCNCCOC.COCCNCCOC.COCCNCCOC.COCCNCCOC.COCCNCCOC
* gap between HOMO and LUMO: 8.91 eV
* F_max: 3.40 eV/Å
* E_LUMO: 0.33 eV

```
229
Properties=species:S:1:pos:R:3:forces:R:3:lowdin_charge:R:1
O -6.3419 8.8165 8.0787 -0.8304 -0.8666 0.8013 -0.217
O -1.6730 -0.2275 -8.4037 -0.7247 1.1830 1.4950 -0.201
O 7.8503 -0.8961 3.5930 1.3304 1.0141 0.1221 -0.193
O 15.0453 -1.1903 -4.0066 0.0048 0.2820 -0.0985 -0.197
O -8.4659 -0.0174 0.0464 0.7404 -0.0480 -0.7932 -0.177
O -2.9733 -7.5564 -7.3358 -0.3142 0.1612 -2.1359 -0.197
O 3.7112 2.1714 8.3242 -0.2591 0.2729 -0.2612 -0.216
O -13.6498 -3.0705 -0.9378 0.1215 0.5960 -1.0139 -0.193
O 0.5116 10.0641 -3.6715 -0.5149 0.2643 -1.0983 -0.175
O 11.1719 0.6964 -2.0566 -0.1112 2.0554 -0.3212 -0.194
O -2.8609 -4.2035 6.3047 -0.0939 -1.2375 -0.8236 -0.187
O 2.4176 -9.6572 1.6818 0.5787 0.0047 0.4411 -0.186
O 1.4302 2.6218 0.1955 0.2414 -0.7713 -0.0545 -0.189
O 3.6450 6.9252 8.0824 0.4262 -0.2776 -0.1507 -0.197
O -7.5603 -11.3824 -8.3128 -0.5386 -0.5355 -0.6801 -0.167
O -3.8723 6.2898 4.9655 -0.1128 0.3924 -1.1034 -0.190
O 2.8716 1.5548 -7.3578 0.4210 0.6374 0.9722 -0.197
N -2.8441 -3.8995 2.4912 0.3221 -0.4472 1.0935 0.018
N 12.1920 -1.7575 -3.4591 -0.3777 1.2413 1.1401 -0.057
N 0.4572 -0.3830 -1.7709 0.2966 -0.0207 -0.5921 0.023
N 8.4594 2.6793 4.5484 -0.6508 -1.1899 -0.0510 0.023
N -5.1791 -9.5444 -7.6454 0.2352 0.7548 1.2989 -0.052
N 0.0820 -7.5754 -0.2860 -0.7273 -0.4069 -0.5562 0.018
N 2.2098 4.5247 7.3299 0.1287 -1.0278 -1.0014 -0.077
N 2.9843 8.9933 -2.1263 0.1763 -0.5940 -0.9308 0.028
N -5.0727 5.8660 8.3744 -1.4452 0.0166 1.5419 -0.057
N -10.9217 -1.5416 -0.7522 0.6381 1.1703 -0.9916 -0.088
N 0.9297 0.5191 -9.3233 1.5001 -0.4470 -0.8193 -0.050
C 2.3672 6.9319 7.4660 -0.0022 -0.2000 -1.0769 -0.223
C 2.3350 -10.7789 2.5605 -0.0826 0.2448 -0.4250 -0.097
C -2.7703 -6.5496 -6.4031 -0.0134 -0.0658 0.1169 -0.137
C -15.0727 -3.0232 -0.8912 0.3511 0.7098 -0.6981 -0.110
C 1.9640 -6.6617 0.9255 0.5020 -1.0056 1.0782 -0.063
C 9.5763 0.6626 5.4317 -0.2882 -1.0530 0.5935 -0.077
C 1.2417 1.2328 -0.1525 -0.2015 1.2221 -0.2662 -0.186
C -2.9315 -4.6555 4.9411 -0.4926 1.7942 -0.6955 -0.205
C 10.5307 -0.5563 -2.0267 -0.0876 0.3890 0.4098 -0.233
C 2.3226 3.2241 6.5346 1.2338 2.1601 2.0717 -0.171
C -4.1852 -7.2884 -8.1006 0.4635 -2.1109 1.1157 -0.182
C 1.7270 10.7880 -1.1601 -1.7937 0.1915 0.0301 -0.069
C -9.5694 -1.7766 -1.2422 -1.3923 1.5094 -0.5671 -0.193
C -6.8157 7.6503 8.7729 -0.1502 1.1816 0.2017 -0.238
C 14.3582 -2.3616 -4.4561 0.6549 -0.0488 1.0496 -0.197
C -1.3580 -0.3118 -9.7612 1.1705 0.0264 0.0417 -0.244
C -6.0869 -10.3307 -6.7907 -0.9347 0.6025 -0.7216 -0.174
C 0.5482 1.0635 -1.5098 -1.2265 -0.4470 0.7822 -0.416
C 2.4357 0.3176 -9.3157 -1.6011 0.3104 0.4452 -0.179
C -4.7607 6.5591 7.1828 0.8850 -0.4161 -2.6911 -0.254
C -0.3421 9.6684 -4.7554 0.2277 -0.9062 0.3099 -0.097
C -3.6165 5.4308 3.8529 0.3989 0.6509 0.2187 -0.101
C -2.6994 0.7343 -8.0974 0.5778 -0.0131 -0.5906 -0.093
C 8.8236 1.2415 4.2542 -0.1889 1.4201 0.3835 -0.402
C -8.7832 -11.3700 -8.9872 -0.8100 0.7018 -1.0051 -0.129
C -9.2440 0.5024 1.0942 -0.2643 0.2547 -0.2750 -0.115
C 2.2585 5.7467 6.4834 0.0514 -1.4635 1.5984 -0.196
C 10.3398 1.8267 -1.6865 -0.5077 -0.7971 0.2246 -0.094
C 11.6010 -1.6611 -2.1214 -2.1987 0.1092 -0.2468 -0.207
C -3.4282 -2.1316 4.0853 0.3278 -1.8382 0.5469 -0.052
C 2.4832 2.0735 7.5604 0.1886 0.6829 -0.1783 -0.201
C -7.4403 9.5272 7.5238 1.7264 0.2706 -0.2310 -0.105
C 6.7585 -1.7283 3.4683 -2.0572 0.4299 -0.9040 -0.156
C -2.5856 -3.4915 3.9126 -1.1905 0.5792 0.1824 -0.364
C 3.3546 2.6627 -6.5589 -0.9925 -0.7004 0.0878 -0.076
C -5.6565 6.8771 9.3182 1.2135 -0.6431 -0.2596 -0.182
C -12.9369 -2.4595 0.1346 -1.2843 -1.5812 1.6377 -0.221
C 3.7283 1.5372 9.6224 0.0625 0.1686 -1.2682 -0.092
C -4.1588 5.6039 6.1488 -0.1399 -0.1985 0.1866 -0.242
C -11.4543 -2.5726 0.0282 -0.1616 -0.5274 -0.4334 -0.250
C 0.1638 -0.6178 -9.8664 -0.9174 0.5254 -0.0889 -0.205
C 7.5173 0.5063 3.8695 0.7717 -1.8125 0.4782 -0.148
C -8.5508 -1.3982 -0.2071 -0.1210 -0.5467 0.9742 -0.233
C 2.4287 3.2601 -0.5762 -0.0862 0.0736 -0.3017 -0.125
C 1.6565 9.3327 -1.6820 0.7536 1.5218 1.8785 -0.448
C 1.2048 -9.2099 1.1416 -0.1822 1.1480 0.2554 -0.212
C -0.9004 1.6220 -1.6265 0.4438 0.3192 -0.1585 -0.057
C -3.2105 -5.2511 7.2245 0.2968 0.9125 0.3044 -0.107
C 4.0025 8.1522 8.6897 -0.4313 0.1081 -0.4373 -0.110
C 0.6298 9.0264 -2.7318 -0.0834 -0.0377 0.3243 -0.230
C 3.0952 1.5728 -8.7396 0.3428 -0.8866 -0.7208 -0.254
C -7.5642 -10.3784 -7.3607 2.2312 -0.5362 2.5120 -0.246
C 13.2362 -2.7475 -3.4548 0.2682 0.0658 -1.4093 -0.209
C 16.1858 -0.9079 -4.7985 0.0604 0.0124 -0.1609 -0.123
C -5.2840 -8.0821 -7.3837 -0.8276 -0.0848 -1.1931 -0.213
C 1.3816 -7.9279 0.2686 0.5924 0.3137 -0.3925 -0.424
H -8.9482 0.1636 2.0871 0.3232 -0.2001 0.0933 0.083
H 4.6825 1.8155 10.0698 -0.1893 0.1444 0.0528 0.085
H -15.5543 -3.4477 -0.0103 0.3608 -0.4456 0.1411 0.084
H -4.0249 7.3493 7.3320 -0.1075 0.5544 -0.0207 0.129
H 9.9211 -0.3498 5.2213 0.4784 0.1469 -0.4695 0.073
H -13.2387 -1.4404 0.3766 -0.2831 0.1366 -0.2108 0.130
H 1.6895 2.1721 8.3009 -0.4884 -0.5794 -0.3324 0.113
H -6.9466 10.4734 7.3023 -0.6372 0.2421 -0.4306 0.091
H 3.2516 3.2775 5.9671 0.1855 -0.1937 -0.3848 0.106
H -6.2285 -7.7531 -7.8171 -0.4751 0.4363 0.1090 0.100
H -3.8009 -4.2201 2.4484 -0.7048 0.5154 0.0171 0.056
H 9.5377 1.2934 3.4323 -0.2289 -0.6517 -0.4747 0.127
H 0.7141 0.7661 -8.3680 -0.5414 -0.3999 0.1042 0.095
H 1.8179 11.5676 -1.9165 0.3469 -0.2896 -0.2948 0.074
H -4.1053 -7.7533 -9.0832 0.4883 0.0089 -0.0825 0.115
H -8.9148 -12.1392 -9.7482 0.7348 -0.0838 0.0529 0.090
H 3.1061 5.6976 5.7999 0.2326 0.3611 -0.1567 0.111
H -9.6929 -11.4360 -8.3904 0.1728 -0.1807 0.8268 0.085
H -2.8622 0.8304 -7.0240 -0.0532 -0.7092 -0.0627 0.084
H -15.4095 -3.4782 -1.8227 0.0284 -0.5288 0.2995 0.086
H 2.8874 1.8380 10.2473 -0.0431 0.1843 0.0150 0.081
H 12.7768 -3.6735 -3.8005 0.2409 -0.3353 -0.0523 0.115
H -0.2559 -0.4806 -2.4795 0.1854 -0.2249 -0.5468 0.055
H -1.4708 0.6379 -10.2841 -0.3179 0.2662 0.0712 0.113
H 0.7434 -9.9978 0.5462 -0.0499 -0.1316 -0.3695 0.118
H 3.2343 8.4397 9.4075 0.1152 0.1027 0.3415 0.086
H 2.2190 0.7509 -0.1803 0.0625 -0.2176 -0.0612 0.118
H 2.2318 7.8450 6.8863 -0.0581 0.3650 0.1088 0.113
H 3.5789 2.3016 -5.5553 -0.0077 -0.4323 -0.0966 0.077
H -5.8932 6.4912 10.3098 -0.1373 -0.6176 -0.2634 0.115
H 2.0975 -8.1839 -0.5124 0.1371 -0.3134 -0.2348 0.128
H -15.4758 -2.0150 -0.9873 0.2978 0.5029 0.2632 0.078
H 4.9946 8.1107 9.1392 -0.2147 -0.5250 0.1685 0.087
H 2.8733 -6.9866 1.4312 0.0591 0.0517 0.3634 0.068
H 2.8240 0.0731 -10.3044 -0.2222 0.2707 -0.1646 0.113
H 1.2810 -6.2427 1.6644 -0.0639 -0.0436 0.0096 0.072
H 1.4568 8.7694 -0.7705 -0.3263 -0.5184 -0.1990 0.134
H -2.7117 -5.5860 -6.9092 -0.1133 0.3513 0.2374 0.084
H -11.5475 -1.1595 -1.4468 0.0941 -0.3850 -0.0999 0.122
H -0.3711 -8.3901 -0.6747 -0.2418 -0.6299 0.3811 0.060
H 4.2603 3.1756 -6.8827 -0.1524 -0.0840 -0.6406 0.085
H 3.7252 0.4517 9.5230 -0.1311 -0.1703 -0.0592 0.078
H 10.3235 1.9683 -0.6059 0.6217 0.1118 0.1889 0.079
H 10.3975 1.2979 5.7634 0.0636 -0.0181 -0.2747 0.075
H 4.1633 1.5075 -8.9470 0.3229 0.0960 -0.0030 0.115
H 1.8988 -10.5772 3.5388 -0.3323 0.5004 -0.0008 0.082
H 2.5073 1.1935 6.9177 -0.3236 -0.6578 0.6262 0.113
H 4.0731 8.9491 7.9493 -0.1728 0.1531 -0.2884 0.080
H -2.7015 -6.1957 7.0331 0.1345 0.0123 -0.2361 0.082
H -2.2446 -5.4668 4.7002 0.2558 -0.2097 0.3901 0.113
H 6.7869 0.4549 4.6769 0.1498 0.5034 0.4586 0.124
H 6.8729 -2.6753 2.9410 1.1406 -0.0037 0.2310 0.087
H 0.3589 -0.6996 -10.9357 0.2764 0.1222 -0.1408 0.110
H 6.9909 0.9632 3.0315 0.2275 0.0177 -0.4282 0.117
H -7.5436 7.0975 8.1790 0.4014 -0.5185 -0.5416 0.126
H -4.4013 -6.2351 -8.2795 0.0930 0.1585 0.5069 0.116
H 9.2398 3.3086 4.4254 0.2181 -0.1532 -0.0318 0.062
H -7.8920 -9.3784 -7.6447 0.0637 0.0654 -0.7869 0.112
H 0.6482 0.7893 0.6470 -0.0733 0.0489 0.0278 0.126
H 1.1834 1.5434 -2.2543 -0.0381 -0.1930 -0.2401 0.123
H -4.4847 -2.3992 4.0672 -0.1843 -0.2211 0.0789 0.062
H 10.5414 2.7664 -2.2007 0.9481 -0.3136 -0.0365 0.082
H -1.5222 -3.3495 4.1055 0.0713 0.5073 -0.5703 0.123
H -0.4049 10.3878 -5.5718 0.3727 0.2287 0.4272 0.088
H -8.2610 9.7030 8.2192 -0.1132 -0.2429 0.0553 0.086
H -8.2133 -10.6579 -6.5308 -0.3502 -0.1477 0.1874 0.116
H 16.5865 0.0877 -4.6083 -0.2831 -0.0320 0.5180 0.086
H 13.5563 -2.9134 -2.4262 0.8417 -0.0657 -0.0757 0.111
H -3.9344 -4.9993 4.6883 -0.3780 -0.1500 0.2271 0.112
H -3.2592 -1.6838 5.0646 0.1950 0.1443 -0.1707 0.064
H -9.0835 1.5779 1.0186 -0.2000 0.0023 0.2588 0.089
H 3.3447 -11.1288 2.7753 0.0068 0.0337 -0.3868 0.086
H -4.2832 -5.4289 7.3010 -0.2016 0.0280 -0.4288 0.082
H 1.4988 3.2041 5.8211 -0.2053 -0.6553 0.3495 0.113
H -1.5986 1.1783 -0.9167 0.2693 0.0329 0.4019 0.078
H 2.0382 3.5774 -1.5431 -0.2196 0.4267 -0.0161 0.078
H 6.1961 -1.9368 4.3785 0.2764 0.0818 0.5176 0.086
H -2.0421 -1.0459 -10.1867 0.3511 -0.2858 -0.5540 0.119
H -4.7902 7.5178 9.4826 -0.4147 1.0081 0.3104 0.116
H -9.4298 -2.7792 -1.6464 0.1373 -0.3200 0.0917 0.116
H -7.5961 -1.8523 -0.4724 0.3881 0.5856 -0.1419 0.121
H 15.0989 -3.1598 -4.5054 0.0045 -0.4079 0.0471 0.112
H 9.9577 -0.5688 -1.0995 0.1616 -0.7026 0.5143 0.112
H -2.9055 -4.8814 8.2035 0.1131 -0.0971 0.0010 0.084
H 12.6136 -0.8491 -3.5902 0.2213 0.2471 -0.3567 0.099
H 2.3207 -5.8501 0.2914 -0.5081 -0.2698 -0.6045 0.073
H -8.8040 -1.8618 0.7463 -0.1480 -0.4390 0.1661 0.109
H 0.7615 11.0028 -0.7019 -0.1448 0.2264 0.2981 0.072
H 3.0372 4.5349 7.9090 0.1698 0.0102 0.2804 0.083
H -10.9003 -2.5042 0.9644 -0.6756 -0.4792 0.6164 0.120
H -1.3530 9.3918 -4.4559 -0.3157 0.5667 0.5712 0.081
H -4.3366 4.6240 3.7164 -0.1457 -0.1453 0.4520 0.082
H -3.3326 -1.4264 3.2597 0.6511 -0.1483 0.1126 0.064
H -7.4465 7.9955 9.5920 0.0797 0.1839 0.4621 0.114
H 0.1848 -7.0659 -1.1520 0.3919 0.7678 0.1124 0.072
H 1.7422 -11.5637 2.0906 0.0592 -0.2648 -0.0357 0.083
H 7.7820 2.9126 3.8365 -0.1407 0.5238 -0.0359 0.048
H -3.6189 -6.6209 -5.7227 0.1443 0.7016 0.6155 0.080
H 9.2720 1.7216 -1.8784 -0.1983 -0.8248 -0.5366 0.075
H 2.8262 4.1054 -0.0144 -0.2571 0.0558 -0.0526 0.088
H -13.2155 -3.1569 0.9245 -0.0280 0.5798 1.0569 0.121
H -0.3397 8.8523 -2.2650 -0.2180 -0.1585 0.0473 0.128
H 12.2696 -1.5459 -1.2683 0.5926 0.2159 -0.1438 0.119
H 3.2792 2.6387 -0.8566 0.1170 -0.5426 0.4106 0.084
H 1.0065 8.1113 -3.1887 -0.3149 -0.2673 -0.3361 0.123
H -2.4085 -4.7881 2.2893 0.8980 -0.1434 -0.0561 0.054
H 11.0546 -2.5832 -1.9231 -0.0192 -0.2947 -0.0241 0.116
H 15.9910 -0.9101 -5.8710 -0.4408 -0.1802 -0.2174 0.081
H 0.0208 -0.8849 -1.0108 0.1709 0.1634 0.6510 0.067
H 16.9839 -1.6321 -4.6351 0.0861 -0.1970 0.1936 0.083
H 0.4863 -8.9590 1.9220 -0.1546 0.0133 0.3789 0.124
H -5.6240 6.9337 6.6329 -0.1813 0.3832 0.6290 0.123
H 6.0505 -1.2227 2.8116 -0.5639 0.1386 -0.1408 0.077
H 2.4798 10.9342 -0.3855 0.1156 -0.2574 -0.1362 0.073
H -0.0077 8.7056 -5.1418 0.5389 -0.0067 -0.4011 0.079
H 2.7082 2.4355 -9.2819 -0.2365 0.3545 0.2900 0.121
H 0.3874 -1.6042 -9.4601 0.1267 -0.0829 0.4989 0.110
H -4.8899 4.8421 5.8781 -0.0244 -0.4556 0.5197 0.120
H -11.2674 -3.5527 -0.4108 0.2174 -0.5076 -0.0391 0.123
H -2.6031 5.0397 3.9432 0.0415 -0.3706 -0.0438 0.083
H -10.2996 0.2673 0.9576 -0.0941 0.0779 -0.0452 0.072
H -3.2457 5.1716 6.5579 0.1811 -0.4848 0.0371 0.122
H 8.9792 0.4482 6.3181 -0.5397 0.6116 0.0177 0.078
H -5.6681 -11.3265 -6.6460 -0.3402 -0.2183 -0.3810 0.110
H -6.1445 -9.9334 -5.7773 0.2228 0.4565 -0.0682 0.106
H -0.9973 2.7075 -1.6063 0.1763 0.0575 0.2784 0.070
H 3.6299 9.1977 -1.3770 0.2124 0.0681 -0.0544 0.068
H 2.5001 3.3255 -6.4220 0.2647 0.5480 -0.2284 0.082
H -7.7182 8.9980 6.6123 -0.5993 0.2494 -0.0899 0.089
H -5.4254 -9.6960 -8.6131 0.0318 -0.2034 -0.1288 0.100
H -9.5622 -1.0615 -2.0649 0.9585 -0.1162 -0.2885 0.125
H 3.1038 9.7045 -2.8335 0.9683 -0.0424 -0.4337 0.072
H -8.8485 -10.3850 -9.4495 -0.2945 0.0822 -0.5550 0.084
H -1.8199 -6.7271 -5.8997 -0.1587 -0.0842 0.1432 0.091
H -4.1890 5.6326 8.8042 0.1144 -0.4858 0.0539 0.106
H -2.4279 1.7464 -8.3974 0.4517 0.1103 -0.3146 0.080
H -5.3426 -7.8579 -6.3186 0.2917 -0.2255 0.0177 0.109
H -3.6555 6.0092 2.9298 0.0108 0.3079 0.2038 0.083
H 2.6686 -0.5274 -8.6678 0.2711 -0.1561 0.1300 0.112
H -1.3000 1.3179 -2.5939 0.1376 0.0137 -0.2565 0.064
H 1.3399 5.6535 5.9041 -0.1170 0.9287 -0.0724 0.112
H -3.6039 0.5131 -8.6641 -0.3164 -0.2536 0.2997 0.082
H 9.7481 -0.5806 -2.7850 0.2156 -0.3866 -0.5872 0.120
H 14.0511 -2.1733 -5.4849 -0.7025 -0.1442 -0.0086 0.120
H 1.5894 6.8333 8.2232 -0.1699 0.1043 0.0448 0.120
```
Positions in Å, forces in eV/Å.